Entry 1:
20
Properties=species:S:1:pos:R:3:forces:R:3:mulliken_charge:R:1 method="wB97M-V/def2-TZVPD" de_lowest_kcal_mol=71.1 charge=+1 multiplicity=1
C 1.5407 -0.9754 0.0292 -3.55 3.15 -1.72 -0.55
O 0.7096 -2.0525 -0.2419 -0.66 -1.14 -0.92 -0.55
C 0.3003 0.1905 0.4173 3.80 -0.60 -1.54 -0.21
C 0.7744 1.6749 0.4637 -0.16 1.76 -2.43 -0.38
C 1.5684 2.1469 1.6628 0.93 0.63 2.86 -0.15
O 2.0535 1.3479 2.4287 -0.18 -0.51 -0.52 -0.42
N -0.7794 -0.0636 -0.6225 -1.59 1.79 -1.36 -0.32
H 2.1641 -0.5822 -0.8059 -0.38 -0.50 0.54 0.37
H 2.0165 -1.1603 0.9054 1.95 -0.06 2.46 0.40
H 1.0791 -2.7584 -0.7791 0.43 0.02 0.05 0.31
H -0.0232 -0.1493 1.3785 -0.63 -0.05 0.42 0.36
H -0.2175 2.2646 0.4476 1.73 -0.23 -0.37 0.31
H 1.5601 2.0249 -0.4646 -2.64 -1.07 2.07 0.28
H 1.7909 3.2620 2.0751 -1.10 -1.69 -2.13 0.35
H -0.6236 -1.0180 -1.0346 -0.06 0.57 0.51 0.40
H -1.7284 -0.0492 -0.2125 0.38 -0.64 0.14 0.37
H -0.9976 0.6599 -1.4329 1.56 -1.54 1.90 0.40
H -3.7159 -1.4900 -2.1755 0.21 0.43 0.29 0.33
H -3.9755 -2.0136 -0.7850 0.97 1.56 -0.53 0.34
O -3.4965 -1.2593 -1.2540 -1.00 -1.90 0.28 -0.65

---

Entry 2:
115
Properties=species:S:1:pos:R:3:forces:R:3:mulliken_charge:R:1 method="wB97M-V/def2-TZVPD" smiles="NP(O)c1ccc(C(F)(F)C(F)F)c2c1C(=O)N(B(O)O)C2=O.O=C1C=C(O)C(=O)C=C1O.O=C1C=C(O)C(=O)C=C1O.O=C1C=C(O)C(=O)C=C1O.O=C1C=C(O)C(=O)C=C1O.O=C1C=C(O)C(=O)C=C1O.O=C1C=C(O)C(=O)C=C1O" charge=0 multiplicity=1
N 1.4402 -6.0661 -1.2564 -0.93 0.69 0.18 -0.64
P 1.0184 -4.6757 -2.1910 -0.44 -0.62 -1.83 0.10
O 2.3059 -3.6724 -2.1972 -0.04 -0.15 0.76 -0.39
C -0.2599 -3.8269 -1.1488 2.09 -0.54 0.08 0.91
C -1.5440 -3.6904 -1.6205 -0.10 -0.38 -0.91 -0.69
C -2.5229 -3.0899 -0.8690 -0.29 -0.09 -0.24 -1.12
C -2.2042 -2.6114 0.3786 -1.30 0.70 0.98 0.26
C -3.3013 -1.9604 1.2411 1.20 -1.32 -1.07 0.97
F -4.3280 -1.6493 0.4244 -0.45 0.37 0.49 -0.37
F -2.7442 -0.8347 1.7439 -0.84 0.16 0.36 -0.24
C -3.7090 -2.9940 2.3348 1.12 0.51 -0.19 0.20
F -4.8690 -2.7281 2.9350 -0.14 0.03 -0.12 -0.25
F -3.7763 -4.2039 1.7149 -0.56 -0.14 -0.03 -0.32
C -0.9297 -2.7197 0.8603 0.68 -0.05 0.69 -0.29
C 0.0519 -3.3235 0.0883 0.04 0.20 0.84 -0.29
C 1.3669 -3.2818 0.8616 -0.77 0.39 -1.21 0.22
O 2.4169 -3.8142 0.6137 -0.68 0.44 0.54 -0.56
N 1.0684 -2.4233 1.9403 0.94 -0.53 1.42 0.51
B 2.0206 -2.3877 3.0896 0.79 -0.08 0.84 0.31
O 3.2106 -1.7443 2.9795 -0.52 0.18 -0.53 -0.44
O 1.7616 -3.0324 4.2789 -0.36 0.34 -0.42 -0.52
C -0.3034 -2.3078 2.1888 -0.25 -0.25 -0.92 0.36
O -0.8064 -1.9947 3.2410 0.34 -0.01 -0.55 -0.65
H 0.8989 -6.0738 -0.3940 0.54 -0.01 0.27 0.29
H 1.0830 -6.8637 -1.7736 0.31 -0.02 -0.15 0.32
H 2.4610 -3.3709 -3.1049 -0.22 0.02 0.10 0.34
H -1.7581 -4.0772 -2.6116 -0.10 0.04 0.03 0.41
H -3.5324 -3.0070 -1.2448 0.02 0.03 0.02 0.57
H -2.8734 -3.0521 3.0385 -0.33 0.17 0.28 0.34
H 3.2399 -1.2558 2.1474 0.30 -0.01 -0.04 0.32
H 1.3381 -2.4314 4.9009 -0.06 -0.25 0.22 0.31
O -5.2273 1.6393 3.8361 -0.44 0.67 0.00 -0.48
C -4.5532 2.4523 3.2341 0.57 -0.26 -0.33 0.77
C -3.3397 2.0773 2.5369 -0.07 -0.10 0.14 -0.90
C -2.6228 3.0065 1.8974 0.30 -0.60 -0.08 0.21
O -1.5012 2.7181 1.2368 -0.25 0.45 0.11 -0.34
C -3.0334 4.4451 1.8805 -0.32 0.13 0.15 0.98
O -2.3064 5.2131 1.2880 0.11 0.31 -0.14 -0.60
C -4.2649 4.8237 2.5637 0.17 0.02 -0.11 -1.01
C -4.9869 3.8907 3.2007 -0.12 0.49 -0.01 0.18
O -6.1209 4.1777 3.8391 0.17 -0.42 -0.03 -0.60
H -3.0475 1.0383 2.5542 -0.05 0.12 0.07 0.78
H -1.1762 3.5672 0.8647 0.17 -0.03 -0.11 0.25
H -4.5593 5.8630 2.5304 -0.03 -0.01 0.03 0.45
H -6.4403 3.3357 4.2157 -0.06 0.03 0.09 0.34
O 1.8893 -1.8630 -4.2765 -0.21 0.18 0.09 -0.58
C 2.5013 -0.9665 -4.8369 0.56 -0.29 -0.31 1.08
C 3.7249 -1.1896 -5.5848 -0.14 -0.08 0.27 -0.80
C 4.3562 -0.1597 -6.1612 0.20 -0.48 -0.02 0.20
O 5.4773 -0.3137 -6.8593 -0.18 0.36 0.04 -0.59
C 3.8344 1.2432 -6.0551 -0.41 0.32 0.19 1.04
O 4.4625 2.1384 -6.5859 0.22 -0.17 -0.14 -0.64
C 2.5960 1.4611 -5.3227 0.18 0.10 -0.05 -0.87
C 1.9651 0.4296 -4.7508 -0.23 0.43 0.04 0.16
O 0.8281 0.5783 -4.0712 0.16 -0.36 -0.03 -0.66
H 4.0927 -2.2041 -5.6529 0.03 0.01 -0.02 0.43
H 5.7257 0.5797 -7.1642 0.06 0.01 -0.03 0.35
H 2.2197 2.4728 -5.2660 -0.02 -0.01 0.01 0.54
H 0.5838 -0.3134 -3.7606 -0.06 0.00 0.05 0.27
O 0.5016 4.4635 -0.2752 0.01 0.27 -0.06 -0.80
C 1.5597 3.8921 -0.4778 -0.04 -0.63 0.14 1.30
C 1.8315 2.5387 -0.0257 -0.39 -0.05 -0.26 -1.07
C 3.0172 1.9723 -0.2664 -0.69 -0.26 0.06 0.24
O 3.2926 0.7288 0.1331 0.45 0.16 -0.13 -0.45
C 4.1011 2.7000 -1.0011 0.09 0.45 -0.31 0.95
O 5.1658 2.1355 -1.1745 -0.06 -0.27 0.17 -0.70
C 3.8232 4.0477 -1.4773 0.07 -0.22 -0.07 -1.25
C 2.6338 4.6132 -1.2371 0.34 0.23 -0.32 0.33
O 2.3317 5.8424 -1.6529 -0.27 -0.22 0.24 -0.63
H 1.0428 2.0192 0.5027 0.01 0.00 0.02 0.76
H 4.2061 0.5508 -0.1614 0.03 -0.07 -0.03 0.31
H 4.6063 4.5569 -2.0213 -0.01 0.02 0.01 0.53
H 1.4195 6.0113 -1.3504 -0.02 0.08 -0.02 0.34
O -2.5682 -2.7456 -10.5547 -0.01 0.28 -0.18 -0.61
C -1.7042 -2.4449 -9.7547 0.03 -0.52 0.28 0.99
C -1.2056 -3.3566 -8.7351 -0.14 0.05 -0.17 -0.85
C -0.2627 -2.9522 -7.8747 -0.16 -0.51 0.06 0.31
O 0.2225 -3.7512 -6.9263 0.14 0.45 -0.08 -0.62
C 0.3052 -1.5643 -7.9269 -0.08 0.43 -0.33 0.74
O 1.1489 -1.2529 -7.1049 -0.07 -0.21 0.00 -0.22
C -0.1745 -0.6600 -8.9575 0.16 -0.02 0.20 -1.13
C -1.1156 -1.0651 -9.8205 0.20 0.47 -0.03 0.40
O -1.5851 -0.2768 -10.7815 -0.14 -0.37 0.04 -0.57
H -1.6247 -4.3523 -8.7072 0.01 0.00 0.03 0.45
H 0.8831 -3.2253 -6.4358 -0.01 -0.07 0.13 0.31
H 0.2555 0.3312 -8.9937 -0.03 0.01 -0.02 0.46
H -2.2515 -0.8069 -11.2592 -0.04 0.03 -0.05 0.35
O 3.3907 5.0899 3.9738 -0.16 -0.05 -0.31 -0.63
C 4.3797 4.3985 3.8216 0.22 0.06 0.54 0.93
C 5.3792 4.1910 4.8585 -0.19 0.10 -0.07 -1.03
C 6.4524 3.4283 4.6143 -0.09 0.23 0.46 0.26
O 7.3915 3.2075 5.5304 0.03 -0.16 -0.38 -0.56
C 6.6649 2.7712 3.2825 -0.19 -0.09 -0.46 0.73
O 7.6673 2.1060 3.1148 0.11 0.03 0.27 -0.62
C 5.6512 2.9606 2.2512 0.09 -0.08 0.01 -0.59
C 4.5784 3.7202 2.4996 0.13 -0.20 -0.40 0.03
O 3.6163 3.9267 1.5932 0.32 0.45 0.91 -0.14
H 5.2160 4.6713 5.8128 0.02 -0.01 0.00 0.44
H 8.0516 2.6304 5.1019 0.06 -0.02 0.04 0.36
H 5.8089 2.4683 1.3012 0.04 0.03 -0.02 0.55
H 2.9686 4.5114 2.0363 -0.03 0.03 0.02 0.33
O -5.0536 -3.6283 8.2730 -0.12 0.03 0.33 -0.63
C -5.4897 -2.5947 7.7986 0.21 -0.09 -0.60 0.91
C -5.3378 -2.2290 6.4019 0.04 -0.12 0.26 -0.72
C -5.8303 -1.0645 5.9494 0.23 -0.42 -0.42 0.32
O -5.7150 -0.6920 4.6841 -0.54 -0.07 0.70 -0.40
C -6.5463 -0.1074 6.8626 -0.17 0.06 0.49 0.88
O -6.9581 0.9418 6.4055 0.04 -0.05 -0.26 -0.59
C -6.7176 -0.4874 8.2580 -0.03 0.15 -0.14 -1.05
C -6.2272 -1.6506 8.7026 -0.26 0.33 0.30 0.32
O -6.3602 -2.0427 9.9684 0.18 -0.22 -0.23 -0.57
H -4.8202 -2.9250 5.7575 -0.01 0.02 -0.03 0.48
H -6.1474 0.1834 4.6197 0.30 0.00 -0.21 0.39
H -7.2484 0.1999 8.9016 0.01 -0.01 0.02 0.43
H -5.9179 -2.9111 10.0232 0.02 -0.03 0.04 0.36

---

no.,E_HOMO (eV),DFT total energy (eV),frontier orbital gap (eV)
1,-13.3,-11966.51203,10.088
2,-8.6,-131415.82854,6.749